Record 1
Density functional theory data (ωB97M-V with the def2-TZVPD basis set) for a 2-piece molecular cluster, C5H14NO overall.

CARTESIAN COORDINATES (ANGSTROEM)
C -0.77725 1.93489 1.28972
C 0.07863 0.59527 1.44841
C 1.08821 0.32958 0.26182
C 0.50921 -0.46572 -0.83212
C 1.68698 -2.53075 -0.42585
N 0.62920 -1.89413 -0.92931
H -0.47149 2.56675 0.51083
H -1.81541 1.71741 0.95211
H -0.89481 2.25477 2.40805
H 0.84934 0.55360 2.35271
H -0.63784 -0.26717 1.64141
H 1.43070 1.25387 -0.05530
H 2.13185 0.01275 0.54797
H -0.59786 -0.18262 -0.95420
H 0.89937 0.06232 -1.75422
H 1.77053 -3.58162 -0.68340
H 2.28931 -2.05347 0.27073
H 0.13813 -2.34910 -1.65510
H -3.02716 -0.05953 -1.31996
H -2.86437 1.32953 -1.81378
O -2.41527 0.77334 -1.26055

## Properties
LUMO level ... -5.43 eV
Net charge ... +1
Maximum force ... 5.61 eV Å⁻¹
HOMO-LUMO gap ... 8.6 eV
DFT total energy ... -328.55820 Ha

---

Record 2
Density functional theory data (ωB97M-V with the def2-TZVPD basis set) for C20H25Br2IN3O4PdS as an isolated structure.

CARTESIAN COORDINATES (ANGSTROEM)
Pd -0.22840 -0.18439 1.14808
Br 0.97268 -0.63743 4.89728
C -0.75756 -1.04045 4.33463
C -1.61066 -1.49040 5.34900
C -2.90035 -1.86592 5.05689
C -3.32564 -1.79272 3.73500
C -2.43585 -1.32676 2.80123
N -1.16156 -0.93987 3.06351
C -2.82695 -1.18280 1.38682
O -3.69551 -1.76453 0.80824
O -2.10183 -0.24918 0.70636
H -1.22887 -1.54481 6.35860
H -3.55999 -2.21729 5.83921
H -4.31988 -2.08375 3.42407
C 2.27498 -2.40890 0.79815
O 1.93374 -1.02174 1.05005
C 2.86267 -0.42750 1.97994
C 2.57946 1.04551 2.01232
O 1.19257 1.20195 2.34668
C 0.85151 2.57055 2.64406
H 2.54546 -2.89263 1.73636
H 3.10846 -2.44223 0.09839
H 1.41086 -2.91379 0.37575
H 3.88899 -0.61411 1.65594
H 2.71033 -0.88413 2.95374
H 2.76458 1.51777 1.04526
H 3.20452 1.53529 2.76265
H 1.36083 2.87070 3.55947
H -0.22427 2.61389 2.79768
H 1.14981 3.22571 1.82256
C -0.12784 -0.07484 -3.96628
N -1.32009 -0.59447 -3.31560
C -2.57601 -0.74300 -4.08720
C -3.52596 -1.44028 -3.09436
N -2.67189 -1.60433 -1.90474
C -1.48297 -1.08507 -2.10568
S -0.14365 -1.24556 -0.92977
H -0.33382 0.93163 -4.33057
H 0.12612 -0.71157 -4.81378
H 0.70358 -0.05756 -3.26815
H -2.38421 -1.34147 -4.97696
H -2.91898 0.24258 -4.40165
H -3.86035 -2.41437 -3.44548
H -4.40323 -0.84722 -2.84292
H -3.03616 -1.82901 -0.97803
Br -0.67897 4.06470 -2.59097
C 0.92701 3.07717 -2.62150
C 1.98556 3.38155 -3.46379
C 3.13869 2.61390 -3.38937
C 3.24940 1.55982 -2.48878
C 2.19869 1.24651 -1.63402
C 1.06048 2.02331 -1.73038
I -0.66610 1.73125 -0.58240
H 1.90897 4.21068 -4.15496
H 3.96812 2.84892 -4.04285
H 4.16198 0.98085 -2.44645
H 2.26749 0.41982 -0.94129

## Properties
LUMO level (alpha / beta) ... -12.52 / -12.52 eV
Net charge ... +3
Maximum force ... 0.86 eV Å⁻¹
HOMO-LUMO gap (alpha / beta) ... 5.3 / 5.3 eV
DFT total energy ... -7213.02710 Ha

---

Record 3
Density functional theory data (ωB97M-V with the def2-TZVPD basis set) for C20H18ClN3O2 in the gas phase.

CARTESIAN COORDINATES (ANGSTROEM)
O -1.38006 1.90579 1.32538
C -0.43074 1.30540 1.80250
C 0.59652 1.92601 2.60405
C 1.68358 1.32198 3.20661
N 2.40997 2.24210 3.87485
C 1.83079 3.48072 3.73587
C 2.21592 4.71514 4.23774
C 1.42293 5.80044 3.92459
C 0.28009 5.66047 3.13492
C -0.10559 4.43491 2.63392
C 0.67840 3.32599 2.93614
H -0.98887 4.32254 2.02632
H -0.31222 6.53634 2.91555
H 1.68985 6.77792 4.29779
H 3.09949 4.82078 4.84978
H 3.24041 2.04937 4.41112
H 1.95348 0.28413 3.20468
C -0.28648 -0.20525 1.61542
O 0.08867 -0.92583 2.53068
N -0.62147 -0.70625 0.41224
C -1.07015 0.05307 -0.73794
H -2.15561 0.19615 -0.70010
C -0.68329 -0.66436 -2.02522
N -1.32205 -1.97442 -2.11131
C -0.82983 -2.82393 -3.10724
C -0.13911 -4.00684 -2.83095
C 0.31021 -4.83698 -3.83994
C 0.09654 -4.50484 -5.16586
C -0.58658 -3.34110 -5.47149
C -1.04963 -2.52211 -4.45800
Cl -1.96901 -1.12554 -4.90724
H -0.77931 -3.07035 -6.49801
H 0.45100 -5.14592 -5.95755
H 0.84182 -5.74183 -3.58613
H 0.06388 -4.27701 -1.80585
C -1.64391 -2.53068 -0.81085
H -1.74393 -3.61296 -0.88486
C -0.60921 -2.15009 0.24257
H -0.83386 -2.60491 1.21082
H 0.39161 -2.48057 -0.06361
H -2.61888 -2.13248 -0.50440
H 0.41351 -0.76543 -2.06100
H -0.99154 -0.05039 -2.87409
H -0.60734 1.04082 -0.73189

## Properties
LUMO level ... 0.34 eV
Net charge ... 0
Maximum force ... 0.77 eV Å⁻¹
HOMO-LUMO gap ... 8.6 eV
DFT total energy ... -1547.89745 Ha

---

Record 4
Density functional theory data (ωB97M-V with the def2-TZVPD basis set) for a 2-piece molecular cluster, CH5NO3 overall.

CARTESIAN COORDINATES (ANGSTROEM)
N 0.99863 0.99104 -0.33225
C 0.78618 -0.10813 -1.09639
O 1.35049 -1.25541 -0.52281
O 0.24003 -0.17721 -2.14948
H 1.52777 0.96986 0.51823
H 0.70250 1.89955 -0.66456
H 1.08727 -1.27834 0.40565
H -1.76136 -0.71940 0.80586
H -2.38568 -0.10406 1.99460
O -2.54582 -0.21790 1.04115

## Properties
LUMO level ... 0.10 eV
Net charge ... 0
Maximum force ... 1.39 eV Å⁻¹
HOMO-LUMO gap ... 11.0 eV
DFT total energy ... -321.59471 Ha